Entry 1:
# C33H41N5Sc

A molecular structure, C33H41N5Sc at a distorted geometry (the ωB97M-V functional and the def2-TZVPD basis, the Open Molecules 2025 dataset).

HOMO (spin up / spin down) (eV): -2.102 / -0.370
HOMO-LUMO gap (spin up / spin down) (eV): 4.7 / 3.0
Relative energy (zero: lowest compared OMol25 entry of this formula, charge and spin) (kcal per mole): 50.9
Total charge: -1

XYZ file:
```
80
Properties=species:S:1:pos:R:3:forces:R:3
Sc -0.453 -0.242 -0.131 1.2 -0.1 1.1
N 0.388 -3.071 2.719 -0.6 -0.7 -0.8
N -0.202 -2.085 -1.536 0.3 -0.7 -0.8
C 0.628 1.952 -0.419 0.1 -0.4 0.8
C 1.683 1.023 -0.114 -0.9 0.5 0.8
C 1.529 0.628 1.255 -0.1 0.9 -0.5
C 2.383 -0.324 2.021 0.6 0.5 0.7
H 3.228 -0.663 1.414 -0.1 0.0 0.2
H 1.818 -1.216 2.336 0.3 0.4 -0.1
H 2.772 0.153 2.932 0.2 0.1 -0.1
C 0.402 1.311 1.799 0.5 0.0 -1.2
C 0.020 1.309 3.238 -0.1 -0.1 0.3
H 0.622 2.041 3.802 -0.1 -0.2 -0.1
H 0.190 0.325 3.699 0.0 0.2 -0.1
H -1.035 1.580 3.370 0.1 -0.1 0.1
C -0.162 2.125 0.770 0.7 -0.5 -0.6
C -1.294 3.079 0.933 -0.2 0.2 0.1
H -2.059 2.673 1.610 0.1 0.1 -0.1
H -1.774 3.296 -0.030 0.1 0.0 0.2
H -0.950 4.037 1.358 -0.1 -0.1 -0.1
C 2.784 0.613 -1.035 0.2 -0.1 -0.1
H 3.644 1.298 -0.941 -0.1 -0.2 -0.1
H 2.454 0.640 -2.083 0.1 -0.1 0.2
H 3.137 -0.402 -0.809 -0.1 0.2 -0.1
C 0.417 2.640 -1.727 0.0 0.2 -0.2
H -0.650 2.836 -1.911 0.2 0.0 0.0
H 0.782 2.025 -2.562 -0.1 0.2 0.1
H 0.949 3.607 -1.760 -0.1 -0.1 -0.1
C -0.353 -3.745 3.575 0.4 -0.1 -0.7
H 0.084 -3.704 4.576 -0.6 -0.4 0.1
C -1.518 -4.417 3.206 -0.1 -0.1 0.4
H -2.014 -4.941 3.994 -0.6 -0.4 0.2
C -1.968 -4.423 1.876 0.8 0.3 -0.3
H -2.872 -4.979 1.601 0.3 0.2 0.1
C -1.232 -3.723 0.917 1.1 0.6 0.6
H -1.517 -3.678 -0.160 0.3 0.0 1.1
C -0.029 -2.980 1.396 -1.2 1.0 0.5
C 0.653 -1.789 0.844 1.6 -4.3 -2.2
H 1.696 -2.405 0.290 -2.2 2.3 1.7
C -0.550 -0.998 -2.159 -1.2 1.8 -1.1
C 0.307 -2.922 -2.494 -0.1 -1.3 0.2
H 0.698 -3.847 -2.154 0.3 -0.9 -0.2
C 0.179 -2.445 -3.751 -0.7 1.5 -0.2
H 0.340 -2.842 -4.767 -0.1 0.2 1.0
N -0.398 -1.145 -3.517 0.7 -1.5 0.2
C -0.538 -0.039 -4.364 0.4 -0.1 0.4
C 0.556 0.302 -5.184 -1.5 -0.1 0.8
C 0.387 1.441 -5.945 -0.1 0.1 -0.1
H 1.190 1.707 -6.622 0.0 0.3 -0.1
C -0.768 2.218 -5.854 0.1 -0.1 0.0
C -0.952 3.396 -6.748 -0.1 0.5 -0.3
H -1.477 4.202 -6.223 0.1 -0.1 -0.1
H -1.555 3.136 -7.630 0.1 0.1 0.1
H 0.013 3.770 -7.103 -0.1 0.1 0.0
C -1.773 1.888 -4.950 -0.1 0.3 -0.2
H -2.670 2.501 -4.854 0.2 0.1 -0.1
C -1.680 0.765 -4.164 0.9 -1.0 -0.2
C -2.714 0.419 -3.137 -0.8 0.7 -0.1
H -2.907 -0.653 -3.015 0.3 0.3 0.0
H -3.656 0.908 -3.425 0.0 -0.1 -0.1
H -2.450 0.840 -2.152 0.1 -0.4 -0.5
C 1.830 -0.480 -5.141 0.7 0.2 -0.7
H 1.715 -1.515 -5.485 0.1 0.4 0.2
H 2.322 -0.486 -4.153 -0.5 -0.1 -0.2
H 2.517 0.022 -5.832 0.1 -0.2 0.1
C -3.573 -1.672 4.277 -0.4 -0.3 0.7
C -3.415 -1.011 2.971 0.5 0.2 -0.7
C -4.308 -0.366 2.131 -0.6 0.0 0.4
C -3.585 0.084 1.028 1.6 -1.0 0.8
N -2.284 -0.303 1.161 -1.4 0.2 0.5
N -2.219 -0.942 2.365 -0.8 0.2 -0.2
C -4.107 0.841 -0.127 -0.5 0.4 -0.5
H -4.625 -1.606 4.578 0.2 0.0 0.1
H -3.288 -2.733 4.236 0.0 0.3 0.0
H -2.962 -1.184 5.050 -0.1 -0.1 -0.2
H -5.370 -0.233 2.300 0.2 0.0 0.0
H -1.360 -1.354 2.726 0.1 0.2 -0.6
H -4.218 0.203 -1.015 0.1 0.2 0.3
H -5.109 1.225 0.124 0.3 -0.1 0.0
H -3.480 1.710 -0.376 -0.1 -0.4 0.0
```
Positions in Å, forces in eV/Å.


Entry 2:
# C33H42AsN5O3SSe2Ti

A molecular structure, C33H42AsN5O3SSe2Ti at a distorted geometry (the ωB97M-V functional and the def2-TZVPD basis, the Open Molecules 2025 dataset).

HOMO (eV): -12.298
HOMO-LUMO gap (eV): 5.6
Relative energy (zero: lowest compared OMol25 entry of this formula, charge and spin) (kcal per mole): 18.7
Total charge: +2

XYZ file:
```
88
Properties=species:S:1:pos:R:3:forces:R:3
Ti -0.211 1.059 0.276 -0.8 0.1 0.6
Se -1.585 4.965 0.566 0.1 0.0 0.0
Se 0.197 4.603 1.995 -0.1 0.0 0.0
C 1.381 3.974 0.623 0.1 0.1 -0.1
C 2.497 4.760 0.418 -0.1 0.0 0.0
C 3.289 4.555 -0.702 0.0 0.0 -0.1
C 2.909 3.571 -1.584 -0.1 0.0 0.1
C 1.817 2.775 -1.273 0.1 0.1 0.1
N 1.038 2.941 -0.181 0.3 -0.1 -0.1
C -2.584 3.423 1.117 0.0 0.2 0.1
C -3.897 3.673 1.494 0.0 0.0 0.1
C -4.580 2.731 2.236 0.0 0.0 0.0
C -3.899 1.586 2.621 0.1 -0.1 -0.1
C -2.629 1.380 2.126 0.0 0.0 0.0
N -1.974 2.247 1.327 -0.2 -0.2 -0.1
H 2.704 5.575 1.097 0.0 0.0 0.0
H 4.158 5.174 -0.880 0.0 0.0 0.0
H 3.458 3.364 -2.490 0.0 0.0 0.0
H 1.589 1.952 -1.921 0.0 0.0 -0.1
H -4.336 4.641 1.293 0.0 0.0 0.0
H -5.593 2.917 2.567 0.0 0.0 0.0
H -4.342 0.850 3.277 0.0 0.0 0.0
H -2.087 0.482 2.388 0.0 0.0 0.0
C 0.107 -0.253 4.240 0.0 0.0 0.0
C 1.031 0.347 3.187 0.2 -0.1 0.0
C 2.341 0.842 3.772 0.0 0.0 0.1
O 0.351 1.394 2.466 0.0 0.0 -0.3
C 1.252 -0.700 2.104 -0.3 0.1 -0.5
O 1.881 -1.702 2.166 0.1 0.0 0.2
O 0.482 -0.409 0.994 0.5 -0.2 -0.1
H -0.167 0.512 4.969 0.0 0.0 0.0
H 0.621 -1.057 4.766 0.0 0.0 0.0
H -0.803 -0.659 3.795 0.0 0.0 0.0
H 2.138 1.519 4.604 0.0 0.0 0.0
H 2.937 1.340 3.011 0.0 0.0 0.0
H 2.913 -0.002 4.156 0.0 0.0 0.0
H 0.146 2.164 3.008 0.1 0.2 0.1
C -1.736 2.592 -2.146 -0.1 0.0 0.0
C -0.742 1.556 -2.536 0.1 -0.3 0.2
C -0.271 1.237 -3.764 -0.1 0.2 0.0
C 0.645 0.149 -3.620 0.1 -0.1 0.1
C 0.705 -0.202 -2.309 -0.2 0.1 0.0
C 1.424 -1.371 -1.730 0.1 -0.1 -0.1
N -0.144 0.684 -1.580 0.4 0.0 -0.3
H -2.291 2.906 -3.028 0.0 0.0 0.0
H -1.278 3.477 -1.703 0.0 0.0 -0.1
H -2.474 2.201 -1.435 0.0 0.0 0.0
H -0.557 1.724 -4.684 0.0 0.0 0.0
H 1.176 -0.354 -4.413 0.0 0.0 0.0
H 2.248 -1.637 -2.393 0.0 0.0 0.0
H 0.772 -2.247 -1.673 0.0 0.0 0.0
H 1.837 -1.184 -0.746 0.0 0.0 0.0
C -4.025 -1.081 0.551 0.0 0.0 -0.1
As -2.238 -0.908 -0.176 0.2 0.5 -0.1
C -2.618 -1.030 -2.066 -0.1 -0.1 0.0
C -1.445 -2.613 0.373 0.0 -0.1 0.1
C -2.219 -3.800 -0.117 0.0 0.0 0.0
C -3.159 -4.423 0.699 0.0 0.0 0.0
C -3.881 -5.514 0.237 0.0 0.0 0.0
C -3.668 -5.994 -1.046 0.0 0.0 0.0
C -2.728 -5.383 -1.865 0.0 0.0 0.0
C -2.010 -4.291 -1.404 0.0 0.0 0.0
H -4.440 -2.005 0.149 0.0 0.0 0.0
H -4.637 -0.237 0.238 0.0 0.0 0.0
H -4.009 -1.146 1.635 0.0 0.0 0.1
H -3.152 -1.961 -2.255 0.0 0.0 0.0
H -1.704 -0.998 -2.653 0.0 0.0 0.0
H -3.251 -0.185 -2.335 0.0 0.0 0.0
H -1.438 -2.562 1.465 0.0 -0.1 0.0
H -0.408 -2.625 0.049 0.0 0.0 0.0
H -3.320 -4.060 1.708 0.0 0.0 0.0
H -4.602 -5.995 0.884 0.0 0.0 0.0
H -4.224 -6.849 -1.406 0.0 0.0 0.0
H -2.551 -5.764 -2.862 0.0 0.0 0.0
H -1.272 -3.825 -2.049 0.0 0.0 0.0
C 5.416 0.417 -2.196 0.0 -0.1 0.1
N 5.124 -0.706 -1.322 -0.1 0.1 0.1
C 5.565 -2.006 -1.493 0.0 -0.1 0.0
C 5.071 -2.733 -0.471 0.0 -0.1 0.0
N 4.337 -1.864 0.310 -0.1 0.1 0.0
C 4.362 -0.617 -0.209 0.0 -0.1 0.0
S 3.595 0.771 0.389 0.0 0.0 0.0
H 6.240 0.140 -2.848 0.0 0.0 0.0
H 5.699 1.273 -1.589 0.0 0.0 0.0
H 4.539 0.666 -2.791 0.0 0.0 0.0
H 6.203 -2.285 -2.312 0.0 0.0 0.0
H 5.186 -3.773 -0.220 0.0 0.0 0.0
H 3.800 -2.094 1.130 0.0 0.0 0.1
```
Positions in Å, forces in eV/Å.


Calculated total energy
In order: -2316.47749; -10068.10382
Unit: Eh